Record 1
{
  "formula": "C6H9N",
  "method": "ωB97M-V/def2-TZVPD",
  "relative_energy_kj_mol": 9.0,
  "smiles": "Cc1cc[nH]c1C",
  "e_homo_ev": -7.81,
  "elements": ["H", "H", "H", "H", "H", "C", "C", "C", "H", "H", "H", "N", "C", "H", "C", "C"],
  "coordinates": [[0.234, -0.949, 2.552], [-2.861, -0.493, -1.387], [2.264, -0.431, -1.304], [0.217, 0.827, 2.558], [2.172, 0.954, -0.211], [-0.265, -0.093, 0.656], [-1.936, -0.330, -0.851], [-1.665, -0.325, 0.492], [-0.638, -0.110, -2.514], [-2.381, -0.472, 1.293], [1.558, -0.075, 1.787], [-0.758, -0.089, -1.513], [0.476, -0.058, 1.960], [1.659, 1.127, -1.884], [1.657, 0.440, -1.029], [0.266, 0.075, -0.605]]
}

***

Record 2
{
  "formula": "C3H3MgO3Tl",
  "method": "ωB97M-V/def2-TZVPD",
  "total_charge": 2,
  "relative_energy_kj_mol": 422.2,
  "e_homo_ev": [-16.93, -14.06],
  "elements": ["H", "O", "Mg", "C", "H", "O", "C", "C", "O", "Tl", "H"],
  "coordinates": [[0.893, -2.851, -4.647], [-1.169, 0.260, 1.335], [-2.122, 1.075, 2.802], [0.862, -0.407, -1.256], [0.841, 1.614, -1.962], [0.248, 1.418, 0.034], [1.109, 1.037, -1.064], [-0.391, 0.379, 0.418], [-0.037, -0.718, -0.349], [1.987, -2.383, -3.010], [2.158, 1.241, -0.799]]
}

***

Record 3
{
  "formula": "C16H30BeBr2ClMgN2O11P",
  "method": "ωB97M-V/def2-TZVPD",
  "e_homo_ev": -7.70,
  "elements": ["C", "C", "H", "O", "H", "H", "O", "C", "C", "H", "C", "H", "N", "H", "H", "H", "H", "C", "H", "C", "H", "C", "O", "C", "C", "H", "Br", "H", "O", "H", "H", "H", "H", "O", "H", "H", "P", "H", "Br", "H", "C", "H", "Mg", "C", "C", "H", "O", "Cl", "O", "C", "O", "N", "O", "H", "O", "H", "H", "C", "O", "C", "H", "H", "Be", "H", "H"],
  "coordinates": [[2.133, -3.570, -5.721], [-5.072, 7.118, -0.050], [-4.436, 1.373, 2.107], [-3.363, -2.263, 0.426], [-4.875, -2.519, -1.369], [0.539, -3.001, -7.110], [3.991, -4.788, 2.385], [8.114, -2.126, 4.485], [-5.060, 7.350, 1.438], [9.632, -0.219, 3.147], [10.090, -1.212, 3.240], [-5.980, 6.948, 1.875], [-0.517, 8.492, -1.080], [10.787, -1.340, 2.402], [-4.031, 7.368, -1.897], [-2.978, 7.100, -0.489], [7.582, -1.166, 4.438], [9.047, -2.341, 3.282], [-4.206, 6.837, 1.887], [-2.372, -2.117, -1.811], [-2.994, -1.260, -2.312], [-4.895, 2.840, 0.644], [8.317, -2.259, 2.183], [-4.473, 1.470, -1.089], [-2.027, -1.981, -0.180], [-5.146, 3.649, 1.317], [2.342, -1.715, -5.158], [0.782, -4.755, -6.911], [-1.195, 8.550, -2.119], [-5.123, 3.589, -1.405], [-1.267, -2.045, -2.256], [-5.013, 8.422, 1.646], [-4.765, -4.569, -1.326], [-6.017, 6.554, -0.600], [8.690, -2.133, 5.418], [7.363, -2.922, 4.559], [-4.151, -3.499, -0.556], [0.596, -5.261, -0.367], [-0.648, -3.881, -5.094], [-3.526, -4.585, 0.206], [-3.885, 7.603, -0.837], [2.954, -3.749, -6.420], [1.697, -6.319, -1.578], [-4.261, 0.772, 0.078], [0.800, -3.789, -6.398], [10.685, -1.210, 4.161], [-2.963, -3.495, -1.871], [4.097, -4.325, 3.755], [3.324, -3.109, 3.916], [-0.962, -3.244, 0.082], [3.587, -5.345, 4.650], [-4.515, 1.616, 1.128], [5.488, -4.059, 4.068], [-1.637, -0.912, 0.176], [-1.041, 8.125, -0.015], [-3.785, 8.686, -0.730], [-4.353, 1.078, -2.091], [-0.044, -4.336, 0.033], [0.686, 8.802, -1.105], [-4.875, 2.779, -0.732], [9.608, -3.261, 3.498], [-5.303, -3.651, 0.327], [0.497, -4.348, 2.301], [2.276, -4.191, -4.833], [-3.950, -0.250, 0.252]]
}

***

Record 4
{
  "formula": "CH4N4",
  "method": "ωB97M-V/def2-TZVPD",
  "relative_energy_kj_mol": 534.9,
  "e_homo_ev": [-8.13, -8.13],
  "elements": ["H", "N", "H", "C", "N", "N", "N", "H", "H"],
  "coordinates": [[-2.808, -0.873, -0.057], [-1.375, 0.440, 0.024], [-1.888, 1.372, -0.358], [2.019, -0.230, -0.005], [-0.092, 0.691, 0.014], [0.811, -0.136, 0.466], [-1.843, -0.707, 0.158], [2.671, -0.823, 0.589], [2.506, 0.267, -0.833]]
}